DFT (ωB97M-V/def2-TZVPD) results for a molecular structure, C27H22Cl2N3O3S4V.

CARTESIAN COORDINATES (ANGSTROEM)
V 0.5416 -0.6008 -0.0453
S -0.8867 -2.2662 -3.5500
C -2.3503 -1.4105 -3.7869
C -3.3719 -1.9888 -4.5690
C -4.5618 -1.3378 -4.8027
C -4.7612 -0.0676 -4.2669
C -3.7748 0.5280 -3.5020
C -2.5751 -0.1252 -3.2328
S -1.3731 0.6588 -2.2014
C -2.4608 1.1824 -0.8102
C -1.6019 1.4876 0.3671
C -1.4368 2.7925 0.9193
C -0.5369 3.0488 1.8996
C 0.4541 1.9970 2.2732
C 0.0107 0.6390 1.7819
C 2.2290 -1.0976 1.0837
S 2.6343 -2.8795 1.0772
C 1.2828 -3.4826 2.0460
C 1.5652 -4.0570 3.2814
C 0.5651 -4.5784 4.0864
C -0.7526 -4.5074 3.6591
C -1.0506 -3.9285 2.4373
C -0.0507 -3.4183 1.6054
S -0.5230 -2.7741 0.0358
N -1.0019 0.4322 0.9260
H -3.1837 -2.9719 -4.9789
H -5.3306 -1.8065 -5.4027
H -5.6842 0.4669 -4.4530
H -3.9304 1.5236 -3.1071
H -3.0963 0.3201 -0.5992
H -3.0767 2.0347 -1.0930
H -2.1035 3.5766 0.5763
H -0.5261 4.0099 2.4008
H 1.4776 2.2699 1.9988
H 2.2071 -0.8134 2.1384
H 3.1078 -0.6267 0.6236
H 2.5971 -4.0814 3.6095
H 0.8159 -5.0178 5.0440
H -1.5539 -4.8937 4.2781
H -2.0768 -3.8614 2.0998
Cl 5.0353 3.4303 -4.4971
C 3.9317 2.7521 -3.3357
C 3.3995 3.5995 -2.3465
C 2.5255 3.1150 -1.4195
Cl 1.8588 4.1695 -0.2273
C 2.1089 1.7322 -1.3920
O 1.2782 1.3190 -0.5326
C 2.6859 0.9214 -2.4147
C 2.3037 -0.4514 -2.5008
O 1.6051 -1.0548 -1.6873
C 3.5763 1.4398 -3.3765
H 3.6827 4.6427 -2.3262
H 2.6234 -1.0257 -3.3852
H 3.9694 0.7785 -4.1384
N 1.6099 1.1052 4.4178
C 0.3978 1.3226 3.6780
N -0.5669 1.8763 4.5712
O 0.0075 0.0531 3.0647
H 1.9659 1.9874 4.7639
H 2.3041 0.6706 3.8210
H -0.7134 1.2221 5.3317
H -1.4450 2.0199 4.0843

## Properties
**Gap between HOMO and LUMO (alpha / beta)**: 5.74 / 4.02 eV
**Energy above the lowest of the compared OMol25 structures with the same formula, charge and spin**: 5.878 eV
**E_LUMO (alpha / beta)**: 2.153 / 0.123 eV
**Total charge**: -1
**2S+1**: 4

These are the Mulliken partial charges, in e, on atoms 1 to 6: V 0.1521; S -0.1260; C 0.3103; C -0.4303; C -0.5579; C -0.6103

---

DFT (ωB97M-V/def2-TZVPD) results for a molecular structure, C10H20N2PPdS at a distorted geometry.

CARTESIAN COORDINATES (ANGSTROEM)
C -1.5127 -0.0257 1.0882
C -2.7158 -0.1761 0.0423
C -2.4142 0.8973 -0.8318
C -1.5977 1.9186 -0.2311
C -1.0478 1.2958 1.1443
Pd -0.2798 -0.0227 -0.6002
P 0.7709 -1.8757 -0.2170
H -1.3721 -0.8217 1.7957
H -3.5652 -0.8770 -0.1336
H -3.0367 1.2584 -1.6478
H -0.0076 1.6877 1.6709
H -1.2687 2.9609 -0.8075
H 1.6550 -2.2458 -1.2937
H -0.1412 -2.9725 0.2203
H 1.5923 -1.3897 0.9271
C 5.8005 1.5456 -0.0078
C 5.1741 0.8661 1.1872
N 3.7609 0.6455 0.9176
C 3.2989 0.1117 -0.2594
S 2.1692 1.1250 -1.0898
N 3.9117 -0.9488 -0.8567
C 4.8373 -1.8561 -0.1114
C 4.4505 -2.1934 1.3296
H 5.8747 0.8577 -0.8717
H 6.8178 1.8543 0.2586
H 5.2239 2.4407 -0.3110
H 5.6860 -0.0803 1.4217
H 5.2280 1.4940 2.0867
H 3.0668 1.2123 1.4376
H 3.5668 -1.1852 -1.7957
H 4.8359 -2.7873 -0.6707
H 5.8603 -1.4667 -0.1866
H 3.5108 -2.7694 1.3529
H 5.2477 -2.7807 1.8462
H 4.2779 -1.2753 1.9088

## Properties
**Gap between HOMO and LUMO (alpha / beta)**: 3.77 / 6.33 eV
**E_LUMO (alpha / beta)**: 3.340 / 3.229 eV
**Total charge**: -1
**2S+1**: 3

These are the Mulliken partial charges, in e, on atoms 1 to 6: C -1.1712; C -0.0327; C -0.6358; C -0.3049; C -0.1621; Pd 0.1634

---

DFT (ωB97M-V/def2-TZVPD) results for a molecular structure, CH10F3O8PtS at a distorted geometry.

CARTESIAN COORDINATES (ANGSTROEM)
Pt 0.5004 -0.1423 0.8446
C -2.4433 0.0462 -2.7985
F -3.1356 0.8994 -3.5658
F -3.1264 -0.3542 -1.7203
F -2.0214 -1.0761 -3.4947
S -0.8576 1.0261 -2.2667
O -0.0569 1.0949 -3.5335
O -1.4761 2.3283 -1.8620
O -0.2436 0.2962 -1.1609
O 2.0644 1.4513 1.0302
H 2.3129 2.2282 0.5293
H 2.6298 1.4726 1.8023
O -0.7128 -1.8185 0.8493
H -1.0967 -2.1745 0.0480
H -0.8813 -2.4867 1.5136
O 2.1444 -1.4050 -0.0098
H 2.7271 -1.2628 -0.7558
H 2.5865 -2.0714 0.5164
O 1.3496 -0.8292 2.7269
H 2.2568 -0.8888 3.0266
H 0.8568 -1.3692 3.3448
O -0.8746 1.3795 1.6337
H -0.6947 2.3029 1.4566
H -1.8076 1.3531 1.8457

## Properties
**Gap between HOMO and LUMO (alpha / beta)**: 7.90 / 7.86 eV
**Energy above the lowest of the compared OMol25 structures with the same formula, charge and spin**: 0.557 eV
**E_LUMO (alpha / beta)**: -4.322 / -4.365 eV
**Total charge**: +1
**2S+1**: 3

These are the Mulliken partial charges, in e, on atoms 1 to 6: Pt 2.3323; C 0.5750; F -0.1822; F -0.2190; F -0.2211; S 0.9938

---

Number 1: electronic energy -133043.1751 eV. Number 2: electronic energy -37272.9561 eV. Number 3: electronic energy -39803.9651 eV.